(1)
Molecular formula: C33H21N9RuS3
Method: DFT, ωB97M-V/def2-TZVPD

```
67
C33H21N9RuS3 | the Open Molecules 2025 dataset | ωB97M-V/def2-TZVPD
Ru -0.2426 -0.0813 0.5595
S -0.3485 2.2899 0.1697
C 1.3074 2.1575 0.6535
S 1.5407 0.8640 1.8082
C 2.3247 2.8245 0.0183
C 2.0454 3.6747 -1.1011
N 1.7897 4.3138 -2.0247
C 3.6966 2.5538 0.3333
N 4.7912 2.3104 0.5957
S -1.8163 0.0905 2.2684
C -1.5596 -1.5041 2.8863
N -2.3651 -1.9412 3.9203
N -2.5103 -1.1385 4.9559
C -1.5442 -0.3545 5.6361
C -0.2266 -0.2198 5.2149
C 0.6385 0.5776 5.9493
C 0.2101 1.2320 7.0951
C -1.1047 1.0819 7.5136
C -1.9787 0.2907 6.7891
N -0.7191 -2.3981 2.3943
N -0.0782 -2.0097 1.2901
C 0.9217 -2.9363 0.9001
C 1.7070 -3.5978 1.8399
C 2.6981 -4.4688 1.4163
C 2.9027 -4.7004 0.0607
C 2.1024 -4.0561 -0.8722
C 1.1166 -3.1739 -0.4560
H -3.3663 -1.3039 5.4659
H 0.1331 -0.7220 4.3307
H 1.6615 0.6862 5.6129
H 0.8956 1.8489 7.6605
H -1.4540 1.5831 8.4066
H -3.0077 0.1773 7.1120
H 1.5343 -3.4127 2.8913
H 3.3157 -4.9706 2.1498
H 3.6764 -5.3831 -0.2651
H 2.2399 -4.2455 -1.9296
H 0.4757 -2.6815 -1.1758
N -1.8072 4.2691 -8.4300
C -1.5983 3.6562 -7.4814
C -1.3484 2.8799 -6.2878
C -0.6514 1.6789 -6.3815
C -0.4103 0.9370 -5.2390
C -0.8726 1.3831 -4.0043
C -1.5714 2.5834 -3.9171
C -1.8057 3.3357 -5.0557
C -0.6270 0.6162 -2.7518
C -1.7097 0.0439 -2.1151
C -3.0294 -0.1672 -2.6869
C -3.7155 -0.9267 -1.8082
C -2.8311 -1.1469 -0.6823
N -1.6646 -0.5788 -0.8605
C 0.7008 0.4799 -2.2938
C 1.9170 0.8385 -3.0124
C 2.9415 0.3709 -2.2764
C 2.3483 -0.2374 -1.0891
N 1.0398 -0.1557 -1.1067
H -0.3051 1.3330 -7.3456
H 0.1215 -0.0037 -5.3094
H -1.8980 2.9406 -2.9480
H -2.3340 4.2769 -4.9928
H -3.3506 0.1827 -3.6541
H -4.7186 -1.3079 -1.9056
H -3.0445 -1.6811 0.2329
H 1.9619 1.3772 -3.9439
H 3.9974 0.4464 -2.4788
H 2.8622 -0.6810 -0.2483
```

For the HOMO energy (spin up / spin down), the calculation gives -7.40 / -8.05 eV. The multiplicity is 5. As for the expectation value of S²: 6.10. The calculation puts the frontier orbital gap (spin up / spin down) at 5.58 / 4.52 eV. The LUMO energy (spin up / spin down) comes out at -1.82 / -3.54 eV.

***

(2)
Molecular formula: C33H22Cl2F6N6O9PS2Tl
Method: DFT, ωB97M-V/def2-TZVPD

```
82
C33H22Cl2F6N6O9PS2Tl | the Open Molecules 2025 dataset | ωB97M-V/def2-TZVPD
Tl 0.0137 0.6133 0.1760
O -1.9052 -1.9950 -3.8646
C -1.6295 -1.6808 -2.5835
O -0.5189 -1.7500 -2.1251
C -2.8273 -1.2568 -1.8043
C -4.1079 -1.3900 -2.3132
C -5.1773 -1.0189 -1.5101
C -4.9456 -0.5381 -0.2303
C -3.6066 -0.4224 0.1705
N -2.5739 -0.7803 -0.5836
C -3.2408 0.1816 1.4931
O -4.2717 0.4043 2.2807
O -2.0914 0.4793 1.8018
H -1.0686 -2.1910 -4.3034
H -4.2574 -1.7396 -3.3286
H -6.1749 -1.0964 -1.8909
H -5.7335 -0.3031 0.4614
H -3.9176 0.9368 3.0552
Cl -1.7441 1.5630 -4.2890
C -0.1228 1.1182 -4.0515
C 0.7361 0.9199 -5.1547
C 2.0301 0.5539 -4.9239
Cl 3.0506 0.2600 -6.3015
C 2.5659 0.3523 -3.6342
C 3.9066 0.0369 -3.3320
C 4.2872 -0.0924 -2.0342
C 3.3032 0.0681 -1.0058
N 2.0503 0.3184 -1.2737
C 1.6561 0.5103 -2.5638
C 0.3130 0.9235 -2.7603
O -0.5209 1.1943 -1.7715
H 0.3576 1.1072 -6.1731
H 4.6065 -0.1378 -4.1405
H 5.3132 -0.3206 -1.7818
H 3.5555 -0.0282 0.0245
F -2.5393 5.8196 -0.7951
C -2.2560 4.5685 -1.1056
F -0.9831 4.4661 -1.4513
F -3.0481 4.2057 -2.1500
S -2.6413 3.4088 0.2629
O -3.0112 2.2327 -0.4940
O -3.6334 4.0484 1.0855
N -1.2953 3.1200 1.0691
S -0.8782 4.1905 2.2142
O -1.1983 5.5311 1.8935
O 0.3972 3.8391 2.7520
C -1.9284 3.8819 3.7596
F -2.4641 2.6233 3.8159
F -2.9318 4.7562 3.8913
F -1.0958 4.0042 4.7785
C -1.0393 -2.1763 2.4081
P 0.3632 -1.6759 1.3713
C 1.6836 -1.4461 2.5747
C 1.4217 -0.6062 3.6686
C 2.3740 -0.4701 4.6607
C 3.5756 -1.1547 4.5745
C 3.8556 -1.9149 3.4665
C 2.8987 -2.0777 2.4688
C 0.7457 -3.0830 0.2936
C 1.8684 -3.0219 -0.5151
C 2.1744 -4.0449 -1.3897
C 1.3200 -5.1400 -1.5362
C 0.1691 -5.1882 -0.7744
C -0.1100 -4.1744 0.1487
H -0.7182 -3.0779 2.9902
H -1.9310 -2.4152 1.8385
H -1.2562 -1.3508 3.1007
H 0.5170 -0.0092 3.7074
H 2.1503 0.1972 5.4834
H 4.2832 -1.0548 5.3770
H 4.8481 -2.3596 3.3837
H 3.1465 -2.6612 1.5798
H 2.5458 -2.1984 -0.4728
H 3.1219 -4.0261 -1.9123
H 1.5280 -5.9193 -2.2843
H -0.5005 -6.0450 -0.8633
H -1.0281 -4.2542 0.7047
N 1.4567 1.4096 1.6604
C 2.2966 2.1806 1.2983
N 3.2467 2.8932 0.9032
C 3.4247 4.1580 1.2630
N 3.7652 5.2114 1.5615
```

For the HOMO energy, the calculation gives -8.34 eV. The multiplicity is 1. The calculation puts the frontier orbital gap at 6.97 eV. The LUMO energy comes out at -1.37 eV.

***

(3)
Molecular formula: C33H22ClF3IrN3O3
Method: DFT, ωB97M-V/def2-TZVPD

```
66
C33H22ClF3IrN3O3 | the Open Molecules 2025 dataset | ωB97M-V/def2-TZVPD
Ir -0.8481 -0.8080 -0.2450
Cl 1.7757 -3.2792 -6.5419
C 1.2306 -2.3020 -5.1938
C 1.4372 -0.9301 -5.2028
C 1.0089 -0.1845 -4.1297
C 0.3597 -0.7774 -3.0397
O -0.0950 0.0086 -2.0343
C 0.1671 -2.1727 -3.0110
C -0.4239 -3.0256 -1.9961
N -0.8104 -2.7225 -0.8139
C -1.3448 -3.7693 0.0151
C -1.1301 -5.1184 -0.3033
C -1.7755 -6.1466 0.3580
C -2.6808 -5.8675 1.3595
C -2.8786 -4.5462 1.7776
C -3.8457 -4.2303 2.7764
C -4.1469 -2.8980 3.0459
C -3.3630 -1.9150 2.5147
N -2.2686 -2.2463 1.7524
C -2.1320 -3.5016 1.1578
C 0.6138 -2.9000 -4.1302
H 1.9278 -0.4512 -6.0393
H 1.1429 0.8848 -4.0916
H -0.5427 -4.0491 -2.3309
H -0.4280 -5.3893 -1.0766
H -1.5781 -7.1704 0.0654
H -3.2361 -6.6573 1.8497
H -4.4032 -5.0347 3.2366
H -4.9848 -2.6255 3.6735
H -3.5208 -0.8567 2.6563
H 0.4736 -3.9739 -4.1375
F 2.5999 8.1026 -2.1517
C 3.4160 7.1024 -1.7573
F 4.3452 6.9954 -2.7350
F 4.0752 7.5538 -0.6748
C 2.6894 5.8267 -1.5113
C 3.0157 5.0146 -0.4381
C 2.3885 3.7870 -0.2777
C 1.4333 3.3320 -1.1918
C 1.0936 4.1847 -2.2541
C 1.7142 5.4064 -2.4143
C 0.8724 1.9722 -1.0742
C 0.2874 1.4405 -2.1633
H 3.7644 5.3409 0.2725
H 2.6526 3.1473 0.5515
H 0.3357 3.8475 -2.9474
H 1.4422 6.0511 -3.2420
C -0.1333 2.7856 1.7054
C 0.0058 1.3945 1.0985
O 1.1494 1.3626 0.1689
O -1.1225 1.0615 0.4544
H 0.8056 3.1468 2.1220
H -0.8912 2.7633 2.4924
H -0.4640 3.4621 0.9181
N -1.2717 -1.3126 1.5433
C -0.7404 -0.6132 2.5651
C -1.0968 -0.7325 3.9275
C -0.3920 -0.0846 4.8995
C 0.7795 0.6869 4.5804
C 1.1832 0.8143 3.3100
C 0.4200 0.2701 2.1538
H -1.9065 -1.3803 4.2302
H -0.6989 -0.2018 5.9313
H 1.3588 1.1340 5.3798
H 2.1023 1.3392 3.0751
H 1.0869 -0.3455 1.5319
```

For the HOMO energy (spin up / spin down), the calculation gives -3.86 / -4.35 eV. The multiplicity is 2. As for the expectation value of S²: 1.07. The calculation puts the frontier orbital gap (spin up / spin down) at 5.90 / 5.98 eV. The LUMO energy (spin up / spin down) comes out at 2.04 / 1.63 eV. As for the charge: -1.

***

Across the entries above, calculated total energy takes the values -83056.973; -138947.831; -68701.346 eV, respectively.
Across the entries above, relative energy (zero: lowest compared OMol25 entry of this formula, charge and spin) takes the values 6.5; 0.0; 142.7 kcal per mole, respectively.